{"formula": "C30H30Cl2IN8O6Ta", "method": "ωB97M-V with the def2-TZVPD basis set", "elements": ["Ta", "O", "C", "C", "C", "C", "C", "C", "C", "N", "N", "C", "O", "C", "C", "C", "C", "C", "C", "H", "H", "H", "H", "H", "H", "H", "H", "H", "H", "N", "C", "C", "C", "C", "N", "C", "N", "N", "C", "O", "O", "H", "H", "H", "H", "H", "H", "H", "H", "H", "H", "H", "H", "H", "H", "Cl", "C", "C", "C", "Cl", "C", "O", "C", "C", "O", "C", "H", "H", "H", "I", "C", "C", "N", "N", "C", "H", "H", "H"], "positions_angstrom": [[0.60415, -0.30853, 0.95259], [-0.47594, 0.79672, 2.04038], [-1.34674, 0.81362, 3.07165], [-1.92277, 2.00637, 3.46807], [-2.85038, 1.99705, 4.49742], [-3.20536, 0.81045, 5.13812], [-2.59988, -0.36957, 4.76278], [-1.65678, -0.38188, 3.72723], [-0.96055, -1.59914, 3.42048], [-0.05004, -1.71079, 2.51193], [0.59069, -2.95607, 2.46906], [1.63595, -2.87223, 1.73002], [1.97053, -1.68904, 1.17191], [2.48260, -4.03031, 1.43486], [2.05245, -5.31146, 1.77976], [2.85399, -6.40064, 1.49010], [4.07974, -6.21758, 0.86018], [4.51038, -4.94278, 0.51922], [3.71191, -3.84686, 0.80389], [-1.63306, 2.92355, 2.97343], [-3.30354, 2.92898, 4.80958], [-3.93600, 0.81860, 5.93398], [-2.83849, -1.29636, 5.26981], [-1.16725, -2.48732, 4.01268], [1.09794, -5.44049, 2.27062], [2.52491, -7.39596, 1.75537], [4.70287, -7.07366, 0.63843], [5.47026, -4.80393, 0.04081], [4.04869, -2.84692, 0.56333], [1.77058, -0.77769, -1.32444], [0.70623, -0.64619, -2.32000], [0.96376, -1.42817, -3.61337], [-0.04457, -1.26287, -4.75284], [-0.08805, 0.12012, -5.40678], [-0.59437, 1.20819, -4.56010], [-1.85851, 1.34765, -4.16364], [-2.83940, 0.69511, -4.77950], [-2.13299, 2.18600, -3.16728], [-0.62156, -0.98952, -1.64681], [-1.67999, -0.97912, -2.19287], [-0.48457, -1.23724, -0.31088], [2.52956, -0.14025, -1.53554], [2.14606, -1.72213, -1.29990], [0.63933, 0.42227, -2.53217], [1.03299, -2.48839, -3.35339], [1.95218, -1.12980, -3.97586], [-1.04228, -1.54207, -4.41334], [0.23197, -1.96473, -5.54133], [-0.69339, 0.07127, -6.31306], [0.90291, 0.43712, -5.73087], [0.07516, 1.76909, -4.05567], [-2.66325, 0.12441, -5.58647], [-3.78835, 0.76015, -4.45487], [-1.39192, 2.45962, -2.53668], [-3.06944, 2.24195, -2.80468], [3.47246, 6.15994, 2.63340], [2.82611, 4.73162, 1.92167], [2.90527, 3.52714, 2.61433], [2.38428, 2.39833, 2.01773], [2.41723, 0.82655, 2.79210], [1.80505, 2.42804, 0.75689], [1.36619, 1.28035, 0.22973], [1.70598, 3.64082, 0.07861], [1.03378, 3.77138, -1.23568], [0.48561, 2.87637, -1.84706], [2.22782, 4.78863, 0.67397], [3.36027, 3.48357, 3.59433], [1.06913, 4.79094, -1.65736], [2.16487, 5.73824, 0.15661], [-5.95852, -0.09655, 1.78867], [-4.38972, 0.91366, 0.93103], [-4.16525, 2.26675, 0.92334], [-2.99099, 2.44852, 0.28072], [-2.43307, 1.29548, -0.13364], [-3.28703, 0.35776, 0.25310], [-4.73767, 3.08722, 1.32229], [-2.50857, 3.31726, 0.12838], [-3.10161, -0.68066, 0.03150]], "atomic_forces_ev_per_a": [[0.91, -1.37, -0.72], [-0.59, 0.29, 0.27], [0.07, -0.06, -0.14], [-0.02, 0.06, 0.04], [0.00, -0.01, 0.00], [0.02, -0.01, -0.03], [-0.03, 0.03, 0.05], [0.03, -0.16, 0.00], [-0.10, 0.07, 0.07], [0.20, -0.11, -0.08], [-0.18, 0.12, 0.05], [0.07, -0.04, 0.04], [0.01, -0.32, 0.26], [0.05, 0.11, -0.02], [0.02, -0.02, 0.01], [0.00, 0.01, 0.00], [0.00, 0.00, 0.00], [-0.02, 0.01, 0.01], [0.02, -0.01, 0.01], [-0.02, 0.00, -0.01], [0.00, 0.00, 0.01], [0.00, 0.01, 0.00], [-0.01, 0.00, -0.01], [0.00, 0.01, 0.00], [0.00, 0.00, -0.01], [0.00, 0.00, 0.00], [0.00, 0.00, 0.00], [0.00, 0.00, 0.00], [0.01, -0.01, -0.01], [-0.26, 0.01, 0.10], [0.04, 0.12, 0.04], [0.01, 0.02, -0.04], [-0.06, 0.11, 0.09], [-0.03, 0.05, -0.01], [0.04, -0.17, 0.18], [-0.06, -0.08, -0.04], [0.02, 0.02, -0.02], [-0.10, 0.05, 0.00], [0.14, 0.16, 0.05], [-0.02, -0.18, 0.01], [-0.86, 0.26, -0.16], [0.05, -0.03, 0.08], [0.01, 0.00, 0.03], [-0.09, 0.00, 0.05], [0.00, -0.01, -0.05], [0.03, -0.03, 0.04], [0.02, -0.02, -0.03], [-0.01, -0.02, 0.00], [0.03, 0.05, -0.05], [0.01, -0.05, -0.01], [0.00, 0.09, -0.07], [0.00, 0.00, -0.01], [0.01, -0.02, 0.02], [0.08, -0.01, -0.04], [-0.01, -0.06, -0.01], [-0.02, -0.04, -0.01], [0.02, 0.06, -0.01], [-0.02, -0.01, 0.00], [0.01, -0.10, 0.13], [0.36, 0.39, 0.18], [-0.24, -0.26, -0.01], [0.38, 0.87, -0.17], [-0.16, 0.13, -0.27], [0.35, 0.07, 0.23], [-0.07, -0.08, -0.04], [0.04, 0.08, 0.03], [0.00, 0.00, 0.00], [-0.04, 0.00, 0.03], [0.00, 0.00, 0.01], [-0.05, -0.02, 0.03], [0.06, 0.00, -0.02], [-0.01, 0.01, 0.03], [0.06, 0.03, -0.03], [-0.08, 0.01, -0.05], [0.01, 0.04, 0.02], [0.00, 0.00, 0.00], [-0.02, 0.00, 0.03], [0.03, 0.00, -0.02]], "total_charge": 2, "largest_force_ev_per_a": 1.80, "mol_weight_g_mol": 977.38, "e_above_lowest_kcal_mol": 12.90, "total_energy_ev": -90492.598}